[1]
{"formula": "C27H59N5O12S2", "method": "the ωB97M-V functional and the def2-TZVPD basis", "total_energy_ev": -82647.4481, "relative_energy_kj_mol": 110.4, "max_force_ha_per_bohr": 0.062, "charge": 0, "e_lumo_ev": 0.20, "elements": ["O", "S", "O", "C", "C", "C", "C", "H", "H", "H", "H", "H", "H", "H", "H", "O", "S", "O", "C", "C", "C", "C", "H", "H", "H", "H", "H", "H", "H", "H", "C", "C", "O", "C", "O", "O", "C", "H", "H", "H", "H", "H", "H", "H", "H", "C", "N", "C", "C", "O", "H", "H", "H", "H", "H", "H", "H", "C", "N", "C", "C", "O", "H", "H", "H", "H", "H", "H", "H", "C", "N", "C", "C", "O", "H", "H", "H", "H", "H", "H", "H", "C", "N", "C", "C", "O", "H", "H", "H", "H", "H", "H", "H", "C", "N", "C", "C", "O", "H", "H", "H", "H", "H", "H", "H"], "xyz": [[6.668690, 3.244252, 1.300707], [5.293670, 3.073268, 0.918486], [4.655444, 3.730579, -0.199652], [4.970061, 1.286642, 0.775276], [4.171011, 0.809525, 1.964743], [3.248219, 1.985916, 2.434131], [4.199401, 3.204512, 2.339921], [5.919908, 0.766407, 0.671794], [4.397772, 1.299315, -0.155765], [3.631105, -0.132676, 1.856003], [4.807816, 0.575535, 2.824882], [2.940471, 1.945777, 3.474527], [2.409137, 2.021114, 1.742237], [4.982886, 3.109541, 3.102124], [3.722136, 4.164859, 2.523277], [0.754018, -3.286578, 3.353044], [0.433077, -2.002209, 3.918259], [1.088599, -0.765576, 3.557104], [-1.386383, -1.767398, 3.700712], [-1.939143, -1.318088, 5.043264], [-1.259248, -2.246643, 6.048047], [0.250723, -2.115825, 5.750410], [-1.848727, -2.643516, 3.251875], [-1.387302, -0.984168, 2.941436], [-1.593935, -0.291772, 5.195582], [-3.026849, -1.319411, 4.996602], [-1.606568, -3.264002, 5.864227], [-1.486711, -1.968776, 7.076317], [0.804892, -2.976956, 6.119150], [0.678750, -1.197142, 6.148308], [-2.178379, 7.004574, -5.162655], [-2.466500, 5.567491, -5.553451], [-2.937299, 4.730051, -4.510229], [-1.985949, 4.268451, -3.655142], [-0.867663, 4.694048, -3.626935], [-2.551032, 3.366329, -2.898749], [-1.667455, 2.505155, -2.195493], [-3.034344, 7.393188, -4.601372], [-2.134432, 7.628731, -6.055085], [-1.328933, 7.158720, -4.501127], [-1.714572, 5.039187, -6.147159], [-3.308586, 5.593974, -6.254759], [-1.156531, 1.861618, -2.916216], [-2.117910, 1.835335, -1.465542], [-0.904910, 3.006261, -1.598021], [-0.054302, 0.629593, 0.899706], [0.802408, -0.438585, 0.480489], [0.379291, -1.699196, 0.427453], [1.421486, -2.805393, 0.159227], [-0.786543, -2.027497, 0.670563], [-1.000147, 0.523679, 0.362841], [0.249161, 1.654711, 0.698100], [-0.346809, 0.689481, 1.951515], [1.761180, -0.191289, 0.298808], [0.865640, -3.676795, -0.180566], [1.929176, -3.146860, 1.058557], [2.091214, -2.496048, -0.644869], [-3.838898, 0.915341, 1.119471], [-3.969222, 2.234047, 1.702402], [-3.000888, 3.149301, 1.684105], [-3.356097, 4.437727, 2.429516], [-1.914497, 3.028191, 1.134095], [-2.883665, 0.450587, 1.381539], [-3.872025, 0.899210, 0.030543], [-4.576670, 0.279628, 1.607132], [-4.805145, 2.405530, 2.228504], [-2.495282, 5.043964, 2.699594], [-3.768764, 4.223279, 3.421457], [-4.079914, 4.976637, 1.819856], [2.459565, 3.562083, -3.550784], [2.692532, 2.133138, -3.640588], [2.231526, 1.267618, -2.732632], [2.218559, -0.218803, -3.048604], [1.991541, 1.553341, -1.557356], [2.744323, 4.046416, -4.481074], [2.941576, 4.012568, -2.680652], [1.421272, 3.873411, -3.387871], [2.977496, 1.808352, -4.546483], [2.047201, -0.475945, -4.101396], [1.271241, -0.637958, -2.702400], [3.127308, -0.591849, -2.585681], [-1.396703, -6.051847, 2.939137], [-0.924977, -5.791010, 1.618356], [-0.676929, -6.753349, 0.703641], [-0.099537, -6.291353, -0.609017], [-0.982244, -7.923185, 0.863145], [-1.104348, -5.239124, 3.609747], [-0.923357, -6.954705, 3.326559], [-2.474902, -6.153832, 3.103442], [-0.902607, -4.827966, 1.317165], [0.997223, -6.269965, -0.584416], [-0.324805, -5.257790, -0.884464], [-0.272072, -6.877757, -1.508827], [-2.343744, -2.432008, -2.830116], [-1.162651, -3.263946, -2.882314], [-0.190070, -3.210215, -3.827916], [0.964828, -4.223542, -3.702833], [-0.108965, -2.351244, -4.682996], [-2.148214, -1.424359, -3.188210], [-2.701690, -2.528635, -1.806719], [-3.133870, -2.832992, -3.474182], [-0.976838, -3.943672, -2.167729], [1.695243, -3.855315, -4.420395], [0.700113, -5.242010, -3.989303], [1.477863, -4.281417, -2.741365]], "forces_ev_per_a": [[0.1, 0.7, -0.2], [-2.0, -1.3, 0.3], [0.8, 0.2, 0.0], [0.1, 0.1, -0.8], [-0.5, 0.3, 1.7], [1.6, 0.0, -1.1], [0.4, 0.1, 1.0], [0.0, 0.1, -0.2], [-0.1, -0.5, 0.0], [-0.2, 0.2, -0.6], [0.4, 0.2, -0.2], [-0.3, -0.5, -0.1], [-0.2, 0.5, 0.2], [-0.4, -0.1, 0.4], [0.1, 0.1, -0.6], [0.9, 0.0, -0.1], [-3.0, 0.0, 1.1], [0.4, -0.6, 0.1], [0.8, 1.0, -1.0], [0.6, 0.0, -0.7], [0.1, 0.4, -0.3], [0.2, -0.3, 0.0], [0.2, -0.2, 0.3], [-0.4, -0.1, 0.0], [-0.2, 0.0, 0.2], [0.0, -0.2, 0.4], [0.1, -0.1, 0.1], [0.1, -0.1, 0.1], [0.2, 0.1, -0.1], [-0.1, 0.0, 0.1], [-0.4, 0.1, 0.5], [-0.6, 0.2, -1.2], [0.3, -0.5, 0.7], [-0.8, 1.4, -1.1], [0.7, -0.4, 0.1], [-0.6, -0.9, 0.9], [1.6, -0.8, 0.4], [-0.1, -0.2, -0.1], [0.4, -0.1, 0.0], [0.3, -0.2, -0.3], [0.5, 0.3, 0.5], [-0.1, 0.0, 0.3], [0.0, 0.1, -0.1], [-1.0, 0.4, -0.3], [-0.1, 0.5, -0.3], [-1.8, 0.8, -0.3], [0.7, 0.7, 0.3], [0.3, -1.4, 0.6], [-0.8, 0.5, -0.6], [0.0, 0.2, -0.1], [0.0, 0.0, 0.0], [0.8, -0.4, -0.5], [0.4, -0.7, 0.2], [0.0, -0.3, -0.2], [0.0, 0.1, -0.1], [0.2, 0.5, 0.1], [0.3, -0.1, 0.2], [0.6, -0.5, 0.5], [-0.5, -1.0, -0.3], [1.2, 1.7, 0.6], [-0.1, -0.4, 0.6], [-0.5, -0.5, -0.1], [0.1, 0.3, 0.1], [-0.4, 0.1, 0.0], [-0.3, 0.0, -0.5], [0.0, 0.3, 0.0], [0.2, 0.0, -0.8], [-0.5, -0.2, -0.3], [0.0, 0.3, 0.2], [-0.3, 1.0, 0.8], [-0.6, 0.7, -0.6], [0.5, -1.2, 1.5], [-1.0, 0.5, -1.2], [-0.3, 0.7, -0.5], [0.4, -0.1, 0.1], [0.6, -0.2, -0.3], [-0.2, -0.7, -0.2], [-0.2, -0.4, 0.0], [1.1, 0.2, -0.1], [0.4, 0.0, 1.0], [-0.2, -0.7, -0.2], [0.1, -0.2, 1.4], [0.0, 0.7, -0.4], [-1.1, -0.7, -0.8], [1.3, 1.0, -0.9], [0.4, 0.0, 0.4], [0.3, 0.0, -0.2], [-0.1, 0.0, -0.1], [-0.1, -0.2, -0.7], [0.3, 0.0, 0.0], [0.0, -0.1, 0.5], [-0.4, 0.0, 0.4], [-0.7, -0.5, 0.5], [-0.3, -0.8, -0.1], [0.8, -0.4, -0.5], [0.9, 0.0, 0.7], [0.1, 0.2, -0.4], [-0.6, 0.2, -0.4], [0.2, 0.1, 0.4], [-0.1, 0.7, 0.0], [0.1, 0.0, -0.1], [-0.5, 0.0, 0.2], [0.1, -0.2, 0.0], [-0.3, 0.1, 0.0], [-0.4, 0.2, 0.2]], "lowdin_charge": [-0.325, 0.676, -0.330, -0.218, -0.215, -0.174, -0.234, 0.103, 0.083, 0.098, 0.115, 0.111, 0.097, 0.096, 0.106, -0.328, 0.694, -0.321, -0.228, -0.217, -0.207, -0.204, 0.101, 0.062, 0.119, 0.117, 0.114, 0.114, 0.099, 0.098, -0.067, -0.239, 0.023, -0.602, 0.134, 0.036, -0.035, 0.081, 0.077, 0.071, 0.127, 0.121, 0.101, 0.070, 0.094, -0.100, 0.051, -0.536, 0.020, -0.005, 0.062, 0.076, 0.070, 0.114, 0.037, 0.073, 0.070, -0.055, 0.012, -0.544, -0.004, 0.045, 0.061, 0.084, 0.088, 0.131, 0.079, 0.075, 0.083, -0.058, 0.030, -0.546, 0.000, 0.012, 0.086, 0.081, 0.065, 0.133, 0.075, 0.070, 0.086, -0.086, 0.019, -0.543, -0.007, 0.048, 0.060, 0.092, 0.086, 0.116, 0.092, 0.029, 0.087, -0.060, 0.012, -0.545, 0.000, 0.032, 0.080, 0.081, 0.083, 0.090, 0.077, 0.078, 0.061]}

[2]
{"formula": "C27H60BClF3N10O10", "method": "the ωB97M-V functional and the def2-TZVPD basis", "total_energy_ev": -85695.7162, "max_force_ha_per_bohr": 0.046, "charge": 1, "e_lumo_ev": -2.68, "elements": ["C", "C", "N", "B", "O", "O", "C", "N", "C", "C", "O", "N", "C", "C", "N", "Cl", "C", "O", "C", "F", "F", "F", "H", "H", "H", "H", "H", "H", "H", "H", "H", "H", "H", "H", "H", "H", "H", "H", "H", "H", "C", "O", "N", "C", "C", "H", "H", "H", "H", "H", "H", "H", "C", "O", "N", "C", "C", "H", "H", "H", "H", "H", "H", "H", "C", "O", "N", "C", "C", "H", "H", "H", "H", "H", "H", "H", "C", "O", "N", "C", "C", "H", "H", "H", "H", "H", "H", "H", "C", "O", "N", "C", "C", "H", "H", "H", "H", "H", "H", "H", "C", "O", "N", "C", "C", "H", "H", "H", "H", "H", "H", "H"], "xyz": [[-0.645142, -1.004225, -2.761011], [-0.697040, 0.479999, -2.424472], [-0.094243, 1.288548, -3.558105], [-1.034172, 1.264797, -4.745694], [-2.367990, 1.559623, -4.662095], [-0.528524, 0.935269, -5.953178], [0.359004, 2.517832, -3.188146], [-0.216941, 3.715227, -3.505226], [0.345946, 4.434282, -4.667086], [-0.203534, 5.840932, -4.786463], [-0.853687, 6.127107, -5.774664], [0.128169, 6.737073, -3.745780], [0.719044, 7.975535, -4.251948], [-1.035766, 6.978497, -2.866208], [1.478722, 2.548369, -2.484039], [2.089671, 4.022559, -1.921816], [2.280112, 1.356255, -2.167086], [2.761926, 1.524421, -0.862292], [4.046440, 1.103907, -0.681791], [4.301376, 1.112372, 0.633373], [4.919896, 1.915613, -1.311358], [4.221273, -0.145090, -1.162274], [-0.243106, -1.495019, -1.881629], [0.040122, -1.199857, -3.575667], [-1.631768, -1.390554, -2.986052], [-0.080001, 0.617354, -1.545518], [-1.701444, 0.808709, -2.185534], [-2.635378, 1.937681, -3.825225], [-1.098253, 0.261582, -6.365296], [-1.223117, 3.668153, -3.521681], [0.194608, 3.898116, -5.597085], [1.419485, 4.509888, -4.517683], [0.617817, 8.723138, -3.478082], [1.778184, 7.848626, -4.446600], [0.222185, 8.360385, -5.132966], [-0.673657, 7.167937, -1.865396], [-1.615852, 7.822355, -3.226513], [-1.676812, 6.103964, -2.865016], [3.095104, 1.298176, -2.882901], [1.697222, 0.453719, -2.240607], [-2.921888, -0.049498, -8.698565], [-1.893567, -0.219146, -8.060182], [-3.197669, 1.054656, -9.396328], [-4.430671, 1.206638, -10.147161], [-2.223870, 2.136740, -9.399250], [-3.713057, -0.813090, -8.752771], [-4.209894, 1.357869, -11.204570], [-4.991740, 2.065489, -9.776140], [-5.042971, 0.314561, -10.040882], [-1.274617, 1.784406, -9.801940], [-2.052025, 2.488103, -8.381609], [-2.595263, 2.955631, -10.008303], [1.744286, -1.837362, 0.104892], [0.828378, -1.059844, -0.174999], [1.894560, -2.440688, 1.273390], [2.995344, -3.360673, 1.545963], [0.924788, -2.182421, 2.327454], [2.528417, -2.099996, -0.622898], [2.612068, -4.348662, 1.816733], [3.590374, -2.976307, 2.376123], [3.629421, -3.449123, 0.665432], [-0.072642, -2.470179, 1.996781], [0.910901, -1.119610, 2.570118], [1.192696, -2.756410, 3.209168], [3.726384, -6.927958, 3.086580], [2.861450, -6.113512, 2.799148], [3.835448, -7.536708, 4.269252], [4.885574, -8.498460, 4.540449], [2.868082, -7.224032, 5.320282], [4.505423, -7.231691, 2.367321], [4.451096, -9.466107, 4.796638], [5.501486, -8.156846, 5.374161], [5.517966, -8.619278, 3.663516], [1.862472, -7.463421, 4.980788], [2.898107, -6.166520, 5.558423], [3.097781, -7.802235, 6.209900], [1.254276, -4.975685, 8.083305], [1.130819, -5.741637, 7.141470], [1.362256, -5.347577, 9.363184], [1.505548, -4.386609, 10.436300], [1.325099, -6.763055, 9.686163], [1.289776, -3.881162, 7.947246], [2.441499, -4.557225, 10.972732], [0.670874, -4.486827, 11.131123], [1.512105, -3.376177, 10.032496], [2.142464, -7.279517, 9.177766], [0.384677, -7.190865, 9.354542], [1.419758, -6.893800, 10.759124], [-2.419736, 10.427355, -5.355105], [-1.747564, 9.781010, -4.569667], [-1.923099, 11.303779, -6.238776], [-2.773904, 12.048083, -7.148745], [-0.484736, 11.512861, -6.281599], [-3.517219, 10.340753, -5.399051], [-2.507272, 11.822695, -8.182549], [-2.659051, 13.119803, -6.979675], [-3.814710, 11.777783, -6.988239], [0.024018, 10.576588, -6.511948], [-0.127637, 11.865429, -5.313769], [-0.248328, 12.248838, -7.044467], [-2.526299, -6.086696, 11.042706], [-1.366987, -6.154337, 10.674891], [-3.335784, -7.144618, 11.194959], [-4.710762, -7.008536, 11.636167], [-2.809326, -8.468773, 10.905135], [-3.013569, -5.127564, 11.283829], [-4.864516, -7.559489, 12.565496], [-5.390450, -7.399478, 10.877156], [-4.943091, -5.960261, 11.807966], [-1.953930, -8.681107, 11.546759], [-2.477540, -8.521605, 9.867966], [-3.583263, -9.211524, 11.075971]], "forces_ev_per_a": [[-0.3, 0.1, 0.3], [1.1, -0.7, -0.1], [-1.8, 1.3, 0.7], [0.0, 0.0, -0.9], [0.4, 0.1, 0.2], [0.3, -0.6, 1.1], [0.4, -0.5, 0.2], [0.0, -0.2, -0.5], [0.5, 0.1, 0.3], [-0.9, 0.4, -1.1], [0.7, -0.2, 0.8], [0.1, -0.4, 0.1], [0.1, 0.2, 0.2], [0.3, 0.0, -0.4], [0.1, 0.1, 0.4], [0.0, 0.0, 0.0], [0.6, 0.2, -0.4], [0.3, -0.3, 0.3], [0.0, 0.1, 0.6], [-0.1, 0.0, -1.1], [-0.3, -0.5, 0.3], [0.1, 0.5, 0.2], [-0.2, -0.3, 0.0], [0.0, 0.0, -0.3], [-0.1, -0.2, -0.2], [-0.1, 0.3, 0.2], [-0.2, 0.2, -0.1], [-0.4, -0.2, 0.3], [-0.1, 0.4, -1.2], [-0.2, -0.2, -0.3], [-0.4, -0.1, -0.2], [0.2, 0.1, 0.1], [0.0, 0.2, 0.2], [0.2, -0.2, -0.1], [-0.2, 0.0, -0.2], [0.0, 0.0, 0.3], [-0.2, 0.2, 0.0], [-0.1, -0.2, 0.2], [0.2, 0.1, -0.1], [-0.3, 0.0, 0.1], [-0.1, -0.1, 0.0], [0.1, -0.1, 0.3], [-0.1, 0.1, -0.1], [0.1, 0.1, 0.0], [0.0, -0.1, 0.1], [0.0, 0.0, 0.0], [-0.1, 0.0, 0.0], [0.0, 0.0, 0.0], [0.0, 0.0, 0.0], [0.0, 0.0, 0.0], [0.0, 0.0, 0.0], [0.0, 0.0, 0.0], [0.0, 0.0, -0.1], [0.3, 0.1, 0.1], [0.1, -0.1, 0.2], [-0.3, 0.0, 0.1], [0.0, 0.1, -0.1], [0.0, 0.0, 0.0], [0.2, 0.2, -0.1], [0.0, 0.0, 0.0], [0.0, 0.0, 0.0], [0.0, 0.0, 0.0], [0.0, 0.0, 0.0], [0.0, 0.0, 0.0], [0.0, 0.0, -0.1], [0.0, -0.1, 0.1], [0.1, -0.2, 0.2], [-0.2, 0.1, 0.1], [0.1, 0.0, -0.3], [0.0, 0.0, 0.0], [0.1, 0.0, 0.0], [0.0, -0.1, 0.0], [0.0, 0.0, 0.0], [-0.1, 0.0, 0.1], [-0.1, 0.0, 0.0], [0.0, 0.0, 0.0], [-0.1, 0.1, -0.1], [0.0, 0.0, 0.0], [0.1, 0.0, 0.2], [-0.1, -0.2, 0.0], [0.1, -0.1, -0.3], [0.0, 0.0, 0.0], [0.0, 0.1, 0.0], [0.0, 0.0, 0.0], [0.0, 0.0, 0.0], [0.0, 0.0, 0.0], [0.0, -0.1, 0.0], [0.0, 0.0, 0.0], [-0.2, -0.1, 0.1], [0.0, 0.0, 0.0], [0.0, 0.1, -0.1], [0.2, 0.0, 0.0], [-0.1, -0.1, 0.1], [0.0, 0.0, 0.0], [-0.1, 0.0, 0.0], [-0.1, 0.0, 0.0], [0.0, 0.0, 0.0], [0.0, 0.0, 0.0], [0.0, 0.0, 0.0], [0.0, 0.0, 0.0], [0.0, 0.2, 0.0], [0.0, 0.0, 0.1], [-0.2, -0.1, 0.1], [0.1, -0.2, -0.1], [0.1, 0.1, 0.0], [0.0, 0.0, 0.0], [-0.1, 0.0, 0.0], [-0.1, 0.0, 0.0], [0.0, 0.0, 0.0], [0.0, 0.0, 0.0], [0.0, 0.0, 0.0], [0.0, 0.0, 0.0]], "lowdin_charge": [-0.043, -0.157, 0.115, -0.738, 0.216, 0.202, -0.349, 0.083, -0.072, -0.425, 0.137, -0.172, -0.067, -0.044, -0.333, 0.901, -0.152, 0.023, -0.675, 0.191, 0.164, 0.163, 0.051, 0.093, 0.088, 0.093, 0.123, 0.097, 0.085, 0.139, 0.131, 0.112, 0.089, 0.084, 0.063, 0.087, 0.069, 0.076, 0.157, 0.120, -0.322, -0.003, -0.186, -0.047, -0.023, 0.140, 0.093, 0.092, 0.085, 0.098, 0.090, 0.089, -0.337, -0.038, -0.173, -0.034, -0.022, 0.134, 0.060, 0.096, 0.088, 0.095, 0.093, 0.093, -0.341, -0.017, -0.188, -0.056, -0.040, 0.135, 0.091, 0.090, 0.081, 0.096, 0.076, 0.085, -0.345, -0.007, -0.186, -0.058, -0.052, 0.133, 0.089, 0.077, 0.082, 0.088, 0.073, 0.088, -0.334, -0.004, -0.192, -0.051, -0.033, 0.137, 0.091, 0.092, 0.083, 0.086, 0.095, 0.088, -0.334, 0.005, -0.194, -0.054, -0.035, 0.136, 0.091, 0.091, 0.083, 0.094, 0.093, 0.086]}